1.
Below is an isolated molecule of C18H26N2O at a distorted geometry, with properties calculated with ωB97M-V/def2-TZVPD.

Last column: natural (NBO) charge in e.
Positions of all 47 atoms, in Å:
C -5.39952 -1.61864 1.91822  -0.60
C -4.93857 -0.58473 0.89847  -0.40
C -4.60868 -1.22786 -0.44567  -0.38
C -4.15765 -0.19874 -1.49123  -0.42
C -2.86663 0.45450 -1.09547  0.00
C -1.66011 -0.22565 -1.23433  -0.21
C -0.47180 0.35176 -0.84524  -0.19
C -0.43986 1.63744 -0.29603  -0.01
C 0.83904 2.22827 0.11253  0.20
C 0.82830 3.62089 0.68666  -0.68
N 1.86983 1.49226 -0.05627  -0.24
N 3.11833 1.86278 0.25356  -0.45
C 4.19307 1.03385 0.07427  0.70
O 5.30382 1.42645 0.35825  -0.60
C 3.84857 -0.33981 -0.44974  -0.33
C 5.08128 -1.12573 -0.92874  -0.41
C 5.04825 -2.47031 -0.18869  -0.40
C 3.59919 -2.61959 0.26885  -0.40
C 3.22583 -1.19730 0.66880  -0.39
C -1.64976 2.31769 -0.15984  -0.22
C -2.83835 1.73238 -0.55416  -0.21
H -6.29129 -2.13284 1.56563  0.20
H -4.62164 -2.36019 2.08690  0.20
H -5.63118 -1.14296 2.86830  0.21
H -5.72469 0.16116 0.75845  0.19
H -4.05367 -0.06909 1.27793  0.20
H -5.49196 -1.74978 -0.82130  0.20
H -3.81735 -1.96745 -0.30538  0.20
H -4.02776 -0.70709 -2.44969  0.21
H -4.93653 0.55732 -1.60882  0.21
H -1.65806 -1.21969 -1.65883  0.21
H 0.45852 -0.17995 -0.96104  0.23
H 0.41598 4.31807 -0.04104  0.23
H 0.20892 3.64680 1.58185  0.23
H 1.82472 3.96352 0.95644  0.21
H 3.33113 2.78763 0.63102  0.38
H 3.12121 -0.21638 -1.25468  0.23
H 5.03976 -1.27289 -2.00772  0.20
H 5.98848 -0.56814 -0.69755  0.24
H 5.70171 -2.43337 0.68359  0.20
H 5.37307 -3.29527 -0.82120  0.21
H 2.97304 -2.94852 -0.56241  0.19
H 3.48787 -3.32819 1.08861  0.21
H 2.15299 -1.03543 0.75551  0.22
H 3.69344 -0.95118 1.62426  0.20
H -1.67891 3.31260 0.25613  0.21
H -3.76236 2.28144 -0.43914  0.21

Force components x, y, z for each atom (eV/Å):
C 0.0 0.2 -0.1
C 0.0 -0.3 0.0
C -0.1 0.4 0.0
C 0.0 -0.3 0.1
C -0.1 0.2 -0.1
C 0.0 0.1 0.0
C 0.0 0.1 0.1
C -0.6 -0.3 -0.2
C 0.7 0.3 0.2
C 0.3 -0.2 -0.1
N -0.5 -0.4 -0.2
N 0.0 1.3 0.5
C -0.1 -0.3 -0.3
O 0.1 0.0 0.1
C 0.2 0.0 0.0
C 0.2 0.1 0.0
C -0.1 -0.1 -0.1
C 0.1 0.0 0.2
C -0.2 -0.1 -0.1
C 0.3 0.0 0.0
C -0.1 -0.2 -0.1
H -0.1 -0.1 0.0
H 0.1 -0.1 0.1
H 0.0 0.0 0.1
H 0.0 0.1 0.0
H 0.0 0.1 0.0
H 0.0 -0.1 0.0
H 0.0 -0.1 0.0
H 0.0 0.1 0.0
H 0.0 0.0 -0.1
H 0.0 -0.1 -0.1
H 0.1 -0.1 0.0
H 0.0 0.1 0.0
H 0.0 0.1 0.0
H 0.0 0.1 0.0
H 0.0 -0.3 -0.1
H 0.0 0.0 0.1
H 0.0 0.0 0.0
H 0.0 0.0 -0.1
H 0.0 0.0 0.0
H 0.1 0.0 0.0
H -0.1 0.0 0.0
H -0.1 -0.1 0.0
H 0.0 0.0 0.1
H 0.0 0.0 0.1
H 0.0 0.1 0.0
H -0.1 0.0 0.0

ΔE to the lowest compared entry with this formula, charge and spin ... 0.527 eV
E_LUMO ... 0.561 eV
Strongest force on any atom ... 0.026 hartree/bohr
Kohn-Sham gap ... 8.82 eV
Net charge ... 0
Structure (SMILES) ... CCCCc1ccc(/C(C)=N/NC(=O)C2CCCC2)cc1

---

2.
Below is an isolated molecule of C18H26N2O4S at a distorted geometry, with properties calculated with ωB97M-V/def2-TZVPD.

Last column: natural (NBO) charge in e.
Positions of all 51 atoms, in Å:
C -6.91065 -2.06316 -1.06154  -0.25
O -6.39201 -1.22788 -0.05379  -0.49
C -5.22688 -0.56815 -0.28321  0.31
C -4.47980 -0.67257 -1.45152  -0.31
C -3.30090 0.04446 -1.58696  -0.16
C -2.87678 0.85724 -0.55940  -0.37
S -1.36116 1.79138 -0.70034  2.32
O -0.77575 1.51484 -1.98394  -0.95
O -1.61227 3.15731 -0.34644  -0.94
N -0.49507 1.09981 0.56402  -0.68
C 0.04351 -0.20307 0.24892  -0.22
C 1.37944 -0.12060 -0.49117  -0.42
C 2.37331 0.70996 0.33023  -0.31
C 3.69068 0.82218 -0.43117  0.70
O 3.93244 1.74178 -1.18924  -0.63
N 4.57909 -0.17676 -0.24317  -0.44
C 4.49414 -1.29459 0.67645  -0.21
C 5.71839 -2.14626 0.33843  -0.41
C 6.73438 -1.10756 -0.13084  -0.41
C 5.86506 -0.14128 -0.92580  -0.21
C 1.76853 2.09746 0.55374  -0.40
C 0.42395 1.97133 1.26578  -0.23
C -3.61262 0.96981 0.60755  -0.18
C -4.79010 0.26566 0.76573  0.03
C -5.61372 0.36367 2.01033  -0.64
H -7.83958 -2.46462 -0.65935  0.20
H -6.22963 -2.88888 -1.29024  0.18
H -7.12534 -1.50323 -1.97684  0.18
H -4.80544 -1.30398 -2.26248  0.22
H -2.70866 -0.01519 -2.48619  0.24
H 0.16344 -0.75272 1.19067  0.20
H -0.70135 -0.71685 -0.36254  0.22
H 1.75958 -1.12777 -0.67381  0.21
H 1.21488 0.36999 -1.45153  0.25
H 2.54081 0.22859 1.29996  0.20
H 3.56289 -1.85099 0.54897  0.20
H 4.54982 -0.94034 1.71445  0.19
H 6.06384 -2.72665 1.19152  0.22
H 5.48282 -2.82964 -0.47803  0.20
H 7.53180 -1.53830 -0.73174  0.22
H 7.17593 -0.60040 0.72773  0.20
H 6.24149 0.88296 -0.94362  0.23
H 5.74008 -0.47515 -1.96202  0.19
H 1.62660 2.57999 -0.41416  0.23
H 2.44566 2.71476 1.14641  0.22
H 0.56174 1.56449 2.27498  0.19
H -0.06689 2.94217 1.33529  0.24
H -3.24924 1.62459 1.38340  0.23
H -6.61444 0.71687 1.76769  0.23
H -5.72018 -0.61893 2.46717  0.22
H -5.15584 1.04425 2.72169  0.22

Force components x, y, z for each atom (eV/Å):
C -0.1 -0.2 -0.2
O 0.2 0.3 0.2
C 0.2 0.1 0.0
C -0.3 -0.1 0.0
C 0.2 0.1 0.0
C 0.6 0.2 -0.3
S -0.4 -0.4 0.4
O -0.1 -0.2 0.0
O 0.0 0.0 0.2
N -0.7 0.5 -0.7
C 0.1 -0.5 -0.3
C -0.1 -0.1 0.2
C 0.1 0.3 -0.3
C -0.3 -0.2 0.4
O -0.1 0.3 -0.3
N 0.4 -0.1 -0.1
C -0.2 -0.2 0.4
C 0.0 0.1 0.1
C -0.2 0.0 -0.1
C 0.2 0.2 -0.3
C 0.0 -0.2 0.2
C 0.3 0.6 0.1
C -0.2 -0.1 0.0
C 0.0 0.0 -0.1
C 0.0 0.0 -0.1
H 0.1 0.0 -0.1
H 0.0 0.0 0.0
H 0.0 0.0 0.0
H 0.0 -0.1 -0.1
H 0.0 -0.1 -0.1
H -0.1 0.0 -0.1
H 0.1 -0.2 0.1
H 0.0 0.0 0.0
H 0.1 -0.1 0.0
H 0.0 0.0 0.0
H 0.0 0.0 0.1
H -0.1 -0.1 0.0
H 0.0 -0.1 0.0
H 0.0 0.0 0.0
H 0.1 0.0 0.0
H 0.0 0.0 0.0
H 0.0 -0.1 -0.1
H 0.1 0.1 0.0
H 0.1 0.1 0.0
H 0.0 0.1 0.0
H -0.1 0.0 -0.1
H 0.2 0.0 0.2
H 0.0 0.1 0.2
H -0.1 0.0 0.1
H -0.1 0.0 0.1
H 0.0 0.0 0.1

ΔE to the lowest compared entry with this formula, charge and spin ... 1.817 eV
E_LUMO ... 0.632 eV
Strongest force on any atom ... 0.021 hartree/bohr
Kohn-Sham gap ... 9.42 eV
Net charge ... 0
Structure (SMILES) ... COc1ccc(S(=O)(=O)N2CCC(C(=O)N3CCCC3)CC2)cc1C

---

3.
Below is an isolated molecule of C18H26N2O5S2 at a distorted geometry, with properties calculated with ωB97M-V/def2-TZVPD.

Last column: natural (NBO) charge in e.
Positions of all 53 atoms, in Å:
C 6.14407 -2.98386 -0.44653  -0.63
C 6.13626 -1.84355 -1.45338  -0.08
O 4.94919 -1.05161 -1.33331  -0.50
C 4.94355 -0.09331 -0.40892  0.81
O 5.86518 0.15916 0.32191  -0.61
C 3.62567 0.65782 -0.41174  -0.33
C 3.84956 2.07539 -0.95278  -0.39
C 2.55908 2.87997 -0.83388  -0.40
C 2.07319 2.87579 0.61314  -0.23
N 1.87512 1.51281 1.07283  -0.45
C 0.62058 1.10162 1.38203  0.70
O -0.31977 1.87317 1.30413  -0.65
C 0.44982 -0.34493 1.84603  -0.32
C -0.84357 -0.53048 2.65353  -0.38
C -2.09112 -0.42737 1.77954  -0.26
N -1.98705 -1.34237 0.66363  -0.67
S -3.40248 -1.64647 -0.14303  2.36
O -4.40253 -1.96740 0.82713  -0.93
O -3.10965 -2.58184 -1.18724  -0.94
C -3.83255 -0.10097 -0.90202  -0.58
C -3.45821 0.34694 -2.13171  -0.21
C -3.90159 1.66368 -2.37839  -0.27
C -4.58883 2.18205 -1.32511  -0.39
S -4.71408 1.07457 -0.01554  0.51
C -0.84120 -1.09022 -0.17509  -0.25
C 0.42732 -1.30374 0.64524  -0.39
C 3.08874 0.73791 1.02873  -0.20
H 7.02448 -3.60005 -0.60311  0.22
H 5.25475 -3.59799 -0.56553  0.21
H 6.16880 -2.58631 0.56518  0.22
H 7.00654 -1.19723 -1.30222  0.20
H 6.12220 -2.22023 -2.47774  0.19
H 2.91841 0.12618 -1.05393  0.22
H 4.17429 2.02759 -1.99368  0.22
H 4.64125 2.55185 -0.37029  0.21
H 2.72601 3.90695 -1.15920  0.22
H 1.78964 2.44006 -1.47139  0.20
H 1.12069 3.39859 0.70758  0.25
H 2.81560 3.35852 1.25795  0.19
H 1.28544 -0.59969 2.50533  0.22
H -0.90201 0.22771 3.43501  0.23
H -0.81645 -1.51656 3.12020  0.21
H -2.98101 -0.71294 2.34157  0.23
H -2.19609 0.60821 1.43174  0.22
H -2.90673 -0.26082 -2.82496  0.24
H -3.71716 2.19471 -3.29458  0.23
H -5.03199 3.15429 -1.24151  0.24
H -0.89544 -1.79590 -1.00505  0.24
H -0.86322 -0.06265 -0.57176  0.19
H 1.29907 -1.16137 0.00609  0.21
H 0.43141 -2.33061 1.01492  0.22
H 2.93573 -0.26568 1.41960  0.22
H 3.85024 1.23234 1.64510  0.21

Force components x, y, z for each atom (eV/Å):
C -0.1 0.4 -0.2
C 0.5 -0.2 0.1
O -0.2 -0.2 -0.3
C -0.4 0.3 0.0
O 0.2 0.0 0.1
C 0.3 0.0 0.2
C -0.2 -0.1 -0.1
C 0.2 0.0 0.2
C -0.3 0.3 -0.3
N 0.3 0.3 -0.1
C 0.1 -0.3 0.3
O -0.4 0.1 0.0
C -0.1 0.0 0.2
C 0.0 0.2 -0.2
C -0.3 0.4 0.7
N -0.8 -0.5 -0.3
S 0.1 -0.1 -0.2
O 0.0 0.3 0.2
O 0.2 0.2 -0.1
C 0.0 -0.4 0.5
C 0.1 -0.2 0.0
C 0.0 0.1 0.1
C 0.0 -0.3 0.4
S 0.0 0.2 -0.4
C 0.5 -0.1 -0.5
C -0.1 0.1 0.0
C 0.2 -0.4 -0.1
H 0.1 -0.1 0.0
H 0.0 -0.1 0.0
H 0.0 0.0 0.1
H -0.1 -0.1 -0.1
H 0.0 0.1 0.1
H 0.0 0.0 0.1
H 0.1 0.0 0.0
H 0.1 0.0 0.0
H 0.0 0.0 0.0
H -0.1 0.0 0.0
H 0.2 0.0 0.0
H 0.0 0.0 0.0
H 0.0 0.0 -0.1
H 0.0 0.0 0.0
H 0.0 0.0 0.0
H 0.1 0.1 0.1
H 0.0 -0.2 0.1
H 0.1 -0.1 -0.1
H 0.0 0.1 -0.1
H -0.1 0.2 0.0
H 0.2 0.1 0.0
H 0.0 -0.1 0.0
H 0.0 0.0 0.0
H 0.1 0.0 0.0
H 0.0 0.1 0.0
H -0.1 -0.1 0.0

ΔE to the lowest compared entry with this formula, charge and spin ... 0.000 eV
E_LUMO ... 0.573 eV
Strongest force on any atom ... 0.020 hartree/bohr
Kohn-Sham gap ... 9.79 eV
Net charge ... 0
Structure (SMILES) ... CCOC(=O)[C@@H]1CCCN(C(=O)C2CCN(S(=O)(=O)c3cccs3)CC2)C1

---

4.
Below is a structure of composition C18H26N2OS at a distorted geometry, with properties calculated with ωB97M-V/def2-TZVPD.

Last column: natural (NBO) charge in e.
Positions of all 48 atoms, in Å:
C 2.62538 3.89999 -2.12601  -0.58
H 3.42136 3.24984 -2.02584  0.20
H 2.44516 4.42341 -1.28729  0.17
H 2.55975 4.54107 -3.02931  0.21
C 1.15479 3.14767 -2.15056  0.32
C 0.12681 3.99773 -2.32149  -0.67
H -0.65013 3.43159 -2.42020  0.22
H 0.06749 4.57126 -3.29510  0.23
H -0.11545 4.55499 -1.55573  0.22
C 1.28757 2.14300 -0.94245  -0.41
H 2.37766 1.62653 -1.07472  0.24
H 1.08414 2.80032 -0.29259  0.19
C 0.16158 1.09567 -0.89665  0.01
C 0.07401 0.47946 -2.50864  -0.41
H -0.30409 -0.47349 -2.55353  0.22
C 1.37633 0.93635 -3.32266  -0.07
O 1.48052 2.34142 -3.29747  -0.57
H 1.16416 0.58330 -4.32217  0.19
H 2.05918 0.23451 -2.97187  0.17
H -0.70082 1.07477 -2.88572  0.18
C 0.85455 -0.15207 -0.27567  -0.19
N 0.12786 -1.06457 0.26218  -0.48
C -0.23449 -2.37784 -0.19633  0.26
S 0.51759 -2.87313 -1.57783  -0.17
N -1.38263 -3.19664 0.36242  -0.58
C -1.21398 -3.45509 1.96311  0.14
C -2.33488 -3.87677 2.62646  -0.22
C -2.36486 -4.40807 3.73206  -0.18
C -1.14718 -3.88829 4.65952  -0.18
C -0.09212 -3.37852 4.16848  -0.22
C -0.12986 -3.16289 2.65751  -0.24
H 0.68897 -2.61719 2.27292  0.22
H 0.72327 -3.19488 4.71712  0.21
H -1.33714 -4.07277 5.77968  0.21
H -3.21624 -4.68166 4.28561  0.22
H -3.08993 -4.41605 1.73639  0.19
H -1.71332 -3.86252 -0.05794  0.36
C -0.62005 -0.50533 1.45769  -0.24
H -1.85089 -0.91585 1.31080  0.21
C -0.81890 1.03914 1.04016  -0.35
C -0.90559 1.32087 -0.16360  -0.51
H -1.56090 0.78133 -0.81913  0.24
H -1.20260 2.49666 -0.49764  0.20
H -1.82693 1.55864 1.76406  0.19
H -0.12333 1.59537 1.48568  0.20
H -0.52945 -0.74481 2.53330  0.25
H 1.56213 -0.79055 -0.74093  0.26
H 1.52548 0.18404 0.79392  0.14

Force components x, y, z for each atom (eV/Å):
C -4.5 0.3 -2.3
H 1.4 -1.3 -0.2
H 0.5 2.7 3.1
H 0.7 -0.4 0.6
C 10.9 -5.6 0.2
C -1.0 3.5 -5.0
H -5.3 -3.5 -0.7
H 0.8 -0.3 1.1
H -0.7 3.4 4.1
C 1.3 -4.0 -6.3
H -2.7 1.6 1.0
H -0.3 4.3 6.6
C 11.8 -4.9 -7.4
C 1.0 4.9 2.0
H -0.1 -2.6 0.1
C -4.8 -0.6 0.9
O -0.4 -1.2 -2.2
H 0.1 0.5 -0.6
H 2.8 -0.1 1.0
H -1.4 1.1 -1.0
C 6.9 3.9 1.8
N -8.9 -7.7 6.7
C -1.1 0.5 -1.0
S -0.1 -0.8 0.0
N 8.1 12.4 10.5
C 0.4 1.8 -4.6
C -3.9 -2.1 -11.7
C 3.4 0.9 10.9
C -7.1 -4.2 2.7
C -0.1 0.9 -6.5
C 1.6 0.3 3.0
H 1.0 -0.1 -0.7
H 3.0 1.1 1.7
H 0.7 0.2 -1.8
H -0.9 -1.1 0.2
H 1.1 2.1 2.6
H -3.6 -9.2 -6.3
C -6.2 0.5 -3.0
H 3.5 0.9 0.3
C -4.6 -3.6 17.2
C -9.0 7.6 -13.1
H -2.2 -0.6 0.6
H 0.1 -2.7 1.5
H 2.5 -2.0 -2.1
H 3.4 2.0 2.0
H 1.3 0.2 -0.8
H 1.4 0.8 -2.1
H -1.0 0.0 -3.0

ΔE to the lowest compared entry with this formula, charge and spin ... 17.762 eV
E_LUMO ... 0.469 eV
Strongest force on any atom ... 0.354 hartree/bohr
Kohn-Sham gap ... 8.56 eV
Net charge ... 0